The following is a DFT calculation (wB97M-V/def2-TZVPD) of a cluster of 2 separate species, C20H29N3O5 in total.

The calculation puts the relative energy (zero: lowest compared OMol25 entry of this formula, charge and spin) at 1.195 eV. The HOMO-LUMO gap comes out at 8.450 eV. As for the structure (SMILES): CNC(=O)[C@H](CC(C)C)NC(C)=O.COc1ccc2[nH]cc(CC(=O)O)c2c1. The calculation puts the lowest unoccupied orbital energy at 0.5 eV. The HOMO energy is -7.94 eV.

```
57
C20H29N3O5 (wB97M-V/def2-TZVPD)
O -5.44 -0.81 2.24
O 5.99 -0.57 1.42
O -2.49 1.72 4.26
O 4.18 -1.78 0.79
O 1.35 -2.11 -3.46
C -4.94 -0.40 1.20
C 4.85 -0.62 0.99
C -3.13 1.63 3.22
C 4.87 2.20 -1.23
C 4.19 1.11 -0.75
C 2.44 -0.21 -4.36
C 2.70 -0.65 -1.99
C 3.27 0.91 -4.25
C 2.16 -1.01 -3.24
C 3.51 0.48 -1.88
C 3.80 1.25 -3.00
N 4.63 2.28 -2.60
N -4.01 2.62 2.97
N -3.76 0.22 1.14
C 1.43 -3.19 -2.52
C -5.66 -0.58 -0.12
C 4.14 0.70 0.71
C -4.92 2.84 1.85
C -1.52 -1.89 0.58
C 0.63 -0.81 1.08
C -0.80 -0.98 1.58
C -1.42 0.41 1.78
C -2.87 0.41 2.29
H 4.82 -2.47 1.04
H 5.47 2.89 -0.64
H 2.02 -0.48 -5.32
H 2.50 -1.24 -1.11
H 3.49 1.52 -5.12
H 5.01 2.99 -3.22
H -4.04 3.30 3.71
H -3.43 0.52 0.24
H 2.47 -3.46 -2.32
H 0.92 -4.06 -2.93
H 0.94 -2.92 -1.58
H -5.00 -1.08 -0.83
H -6.54 -1.20 0.05
H -5.96 0.39 -0.50
H 4.59 1.48 1.33
H 3.09 0.61 1.01
H -5.72 2.09 1.86
H -4.38 2.79 0.90
H -5.38 3.83 1.94
H -1.63 -1.38 -0.38
H -2.50 -2.16 0.98
H -0.96 -2.81 0.44
H 0.64 -0.28 0.13
H 1.11 -1.78 0.97
H 1.19 -0.24 1.82
H -0.76 -1.49 2.54
H -0.79 0.93 2.50
H -1.36 0.98 0.84
H -2.98 -0.46 2.95
```

=====

The following is a DFT calculation (wB97M-V/def2-TZVPD) of a structure of composition C50H120O40S5.

The HOMO-LUMO gap comes out at 9.229 eV. The calculation puts the lowest unoccupied orbital energy at 0.1 eV. The HOMO energy is -9.14 eV.

```
215
C50H120O40S5 (wB97M-V/def2-TZVPD)
C 3.02 0.78 4.49
O 1.65 0.74 4.02
C 1.05 -0.37 4.59
C -0.38 -0.49 4.05
O -1.25 0.57 4.39
C -2.02 0.35 5.52
H 3.10 0.88 5.52
H 3.53 1.68 4.15
H 3.63 -0.06 4.29
H 0.92 -0.17 5.68
H 1.54 -1.37 4.37
H -0.78 -1.44 4.42
H -0.29 -0.48 2.96
H -1.45 0.20 6.41
H -2.68 -0.51 5.34
H -2.58 1.24 5.71
C -3.12 3.03 3.14
O -4.27 3.08 2.42
C -3.98 2.61 1.10
C -4.99 3.24 0.21
O -4.75 2.76 -1.15
C -5.58 3.26 -2.17
H -2.78 1.95 3.18
H -3.42 3.37 4.12
H -2.35 3.58 2.60
H -3.99 1.52 1.19
H -3.00 2.97 0.72
H -4.89 4.28 0.26
H -5.99 3.00 0.49
H -5.15 4.15 -2.56
H -6.69 3.31 -1.97
H -5.58 2.55 -2.97
C -2.19 1.73 -5.51
O -1.61 1.65 -4.19
C -2.04 2.63 -3.21
C -0.79 3.30 -2.57
O -0.30 4.34 -3.35
C 1.05 4.25 -3.45
H -2.04 0.77 -5.99
H -1.68 2.50 -6.08
H -3.26 1.89 -5.47
H -2.59 2.03 -2.47
H -2.65 3.43 -3.63
H -0.12 2.48 -2.50
H -1.04 3.58 -1.54
H 1.50 4.51 -2.46
H 1.38 4.88 -4.27
H 1.44 3.27 -3.70
C -8.05 0.82 -1.62
O -6.82 0.32 -1.06
C -7.09 -0.77 -0.22
C -6.27 -0.70 1.08
O -4.90 -1.03 0.94
C -4.33 -1.28 2.27
H -8.72 -0.05 -1.83
H -7.83 1.22 -2.63
H -8.53 1.58 -0.98
H -6.85 -1.72 -0.63
H -8.15 -0.65 0.00
H -6.69 -1.39 1.81
H -6.40 0.32 1.44
H -3.98 -0.35 2.70
H -3.44 -1.99 2.22
H -5.10 -1.67 2.93
C 5.75 -4.11 4.16
O 6.55 -4.97 3.41
C 6.14 -5.40 2.13
C 7.17 -4.78 1.12
O 7.12 -5.16 -0.27
C 7.82 -6.36 -0.60
H 4.87 -4.61 4.55
H 5.39 -3.23 3.58
H 6.32 -3.74 4.99
H 5.20 -5.05 1.86
H 6.02 -6.50 2.05
H 8.20 -4.82 1.48
H 6.89 -3.72 1.15
H 8.90 -6.27 -0.47
H 7.56 -6.48 -1.66
H 7.57 -7.22 0.02
C -6.71 -1.31 5.91
O -6.06 -2.07 4.93
C -5.71 -3.32 5.57
C -4.87 -4.25 4.74
O -5.75 -4.84 3.77
C -5.15 -5.73 2.80
H -6.84 -0.35 5.46
H -6.08 -1.18 6.82
H -7.61 -1.84 6.26
H -6.66 -3.80 5.94
H -5.07 -3.08 6.40
H -4.51 -5.02 5.36
H -4.04 -3.68 4.30
H -4.75 -6.56 3.40
H -4.47 -5.30 2.07
H -5.96 -6.15 2.25
C -5.20 0.00 -3.93
O -5.16 -1.29 -4.54
C -3.88 -1.94 -4.34
C -3.93 -3.36 -4.85
O -3.84 -3.49 -6.26
C -5.05 -3.29 -6.99
H -6.03 0.52 -4.37
H -4.22 0.50 -4.14
H -5.26 -0.08 -2.85
H -3.74 -2.04 -3.23
H -3.08 -1.33 -4.77
H -4.93 -3.77 -4.47
H -3.04 -3.85 -4.45
H -5.61 -2.40 -6.59
H -5.67 -4.16 -7.07
H -4.71 -3.12 -8.01
C 5.90 8.52 -4.53
O 5.92 7.15 -4.86
C 4.74 6.40 -4.48
C 5.19 4.96 -4.39
O 6.40 4.84 -3.65
C 6.78 3.49 -3.47
H 5.27 9.08 -5.23
H 6.90 8.89 -4.61
H 5.45 8.81 -3.61
H 4.02 6.48 -5.30
H 4.43 6.82 -3.46
H 5.31 4.61 -5.40
H 4.42 4.33 -3.90
H 6.79 3.00 -4.41
H 6.00 2.95 -2.88
H 7.78 3.55 -3.01
C 2.09 -1.22 0.87
O 0.84 -0.60 1.04
C 0.89 0.78 0.69
C -0.51 1.33 0.67
O -1.24 0.94 -0.52
C -1.93 -0.27 -0.36
H 2.57 -1.44 1.81
H 2.81 -0.64 0.27
H 1.90 -2.16 0.36
H 1.34 0.95 -0.29
H 1.44 1.24 1.48
H -0.41 2.43 0.73
H -1.09 0.92 1.52
H -1.89 -0.78 -1.32
H -2.92 -0.09 -0.03
H -1.44 -0.94 0.36
C 3.07 3.48 0.91
O 1.98 4.17 1.46
C 1.57 5.34 0.68
C 0.21 5.73 1.15
O -0.66 4.76 0.54
C -1.84 5.40 0.01
H 3.44 2.79 1.73
H 3.95 4.13 0.74
H 2.86 2.91 0.01
H 1.45 5.06 -0.41
H 2.30 6.14 0.74
H -0.02 6.76 0.82
H 0.16 5.64 2.25
H -2.33 4.56 -0.46
H -1.61 6.19 -0.75
H -2.36 5.85 0.84
C 4.03 -3.21 -1.44
C 5.04 -3.99 -2.33
O 4.54 -5.31 -2.47
S 3.34 -5.49 -1.55
O 3.90 -5.77 -0.26
O 2.36 -6.34 -2.18
O 2.85 -4.00 -1.52
H 3.91 -2.20 -1.84
H 4.26 -3.13 -0.40
H 6.00 -4.09 -1.80
H 5.20 -3.64 -3.33
C 7.90 -1.89 -1.21
C 8.09 -0.43 -1.68
O 7.46 0.40 -0.74
S 6.45 -0.37 0.19
O 5.12 0.00 -0.07
O 6.92 -0.35 1.53
O 6.66 -1.84 -0.49
H 8.71 -2.26 -0.58
H 7.80 -2.65 -2.00
H 7.56 -0.34 -2.64
H 9.17 -0.18 -1.77
C -0.26 -6.43 -0.22
C 0.54 -5.45 0.67
O 0.14 -4.26 0.24
S -1.42 -4.20 0.02
O -1.84 -3.41 -1.07
O -2.07 -3.91 1.27
O -1.55 -5.73 -0.31
H -0.46 -7.41 0.22
H 0.09 -6.51 -1.23
H 1.61 -5.46 0.59
H 0.14 -5.62 1.69
C 0.16 -2.18 -3.37
C 0.45 -0.74 -3.07
O 1.88 -0.71 -3.29
S 2.26 -1.65 -4.45
O 3.58 -2.15 -4.13
O 2.05 -1.00 -5.69
O 1.07 -2.64 -4.34
H -0.87 -2.26 -3.84
H 0.12 -2.75 -2.46
H 0.25 -0.58 -2.00
H 0.01 -0.05 -3.83
C 0.75 3.29 6.05
C 0.14 3.76 4.71
O -0.70 4.82 5.06
S -1.09 4.67 6.57
O -1.88 3.52 6.66
O -1.28 5.96 7.12
O 0.37 4.29 6.98
H 1.83 3.15 5.99
H 0.31 2.34 6.28
H -0.55 3.05 4.26
H 0.77 4.09 3.93
```

=====

The following is a DFT calculation (wB97M-V/def2-TZVPD) of a structure of composition C2H2LiOTb.

Its charge is +1. The HOMO-LUMO gap (spin up / spin down) comes out at 5.700 / 5.611 eV. The multiplicity is 8. The calculation puts the lowest unoccupied orbital energy (spin up / spin down) at -6.2 / -6.3 eV. As for the expectation value of S²: 15.86. The HOMO energy (spin up / spin down) is -11.91 / -11.92 eV.

```
7
C2H2LiOTb (wB97M-V/def2-TZVPD)
H 0.71 -0.10 -3.70
O -0.08 1.25 1.03
C 0.17 0.08 1.70
C 1.27 -0.68 1.50
Tb 0.95 0.10 -1.48
Li -2.42 -0.50 -1.48
H -0.60 -0.16 2.45
```